Here is a molecular structure, C29H46BrN3P2Pt at a distorted geometry from the OMol25 dataset. Energies are from wB97M-V/def2-TZVPD.

Output
LUMO (spin up / spin down) ... -12.81 / -13.84 eV
Frontier orbital gap (spin up / spin down) ... 6.78 / 5.72 eV
ΔE to the lowest compared entry with this formula, charge and spin ... 5.890 eV

```
! RIJCOSX wB97M-V def2-TZVPD def2/J DEFGRID3
* xyz 4 5
N -6.12573 4.52886 -4.29403
C -5.86117 4.90557 -3.05444
C -4.84524 4.22844 -2.37526
C -4.17297 3.12226 -2.92396
C -4.51333 2.76764 -4.26100
C -5.55139 3.50013 -4.90240
C -3.15833 2.58510 -2.04452
Pt 0.33845 -0.06536 0.45523
P 2.53234 -0.59851 0.41573
C -2.33439 1.53901 -2.30873
C -1.10461 1.39129 -1.59452
C 0.14313 1.32601 -2.24732
C 1.29535 1.69073 -1.53826
C 1.18186 2.03073 -0.15858
C -0.06592 2.26274 0.40129
C -1.21502 1.67526 -0.21858
Br 2.00507 2.84613 2.50376
H -3.09708 3.16726 -1.12096
H -2.47741 0.97585 -3.22754
H -4.50545 4.62884 -1.43474
H -4.00050 2.01872 -4.86444
H -6.41548 5.73269 -2.57840
H -5.88819 3.32399 -5.95020
H 0.09505 1.20758 -3.33671
H -2.22947 1.71852 0.17532
H 2.27244 1.47659 -1.96454
H -0.17847 2.84318 1.30551
P -0.15654 -2.17645 0.18075
C 3.47803 1.02592 0.55035
C 4.97242 1.03548 0.30282
H 3.11411 1.50046 1.56051
H 2.93308 1.68653 -0.15938
H 5.43843 1.99288 0.55548
H 5.44261 0.27153 0.90546
H 5.34272 0.83534 -0.70768
C 3.44973 -1.09327 -1.19884
C 4.88410 -1.67481 -1.23045
H 3.46419 -0.08163 -1.60701
H 2.87930 -1.63313 -1.95557
H 5.23660 -1.91338 -2.25410
H 5.59793 -0.92651 -0.88854
H 5.15014 -2.58919 -0.66973
C 3.41313 -1.91777 1.42150
C 4.73401 -1.61293 2.13811
H 3.59116 -2.62028 0.59853
H 2.70409 -2.47491 2.05385
H 4.82859 -2.13466 3.11280
H 5.54769 -1.93520 1.48206
H 4.90362 -0.55499 2.35211
C 0.21830 -3.51745 1.36894
C -0.92098 -4.54029 1.40051
H 0.46032 -3.09497 2.36354
H 1.15514 -3.98607 1.01392
H -1.80533 -4.15782 1.94071
H -1.20682 -4.83921 0.37664
H -0.55749 -5.43596 1.92421
C 0.64605 -2.76145 -1.38652
C -0.01297 -2.75548 -2.77074
H 1.13678 -3.72290 -1.16405
H 1.42450 -1.98819 -1.46205
H -0.95342 -3.30986 -2.90141
H -0.16099 -1.72243 -3.12730
H 0.69910 -3.25454 -3.44635
C -1.83364 -1.82182 -0.40468
C -2.91055 -1.62674 0.64976
H -2.07667 -2.65537 -1.07037
H -1.73372 -0.88482 -0.99519
H -3.68736 -0.99434 0.21075
H -3.40296 -2.56798 0.91533
H -2.58132 -1.14030 1.57340
C -1.64789 2.22696 5.09984
N -1.25204 1.16417 4.21839
C -1.58556 -0.17111 4.33186
C -0.99176 -0.85518 3.30655
N -0.31187 0.09428 2.54184
C -0.50969 1.26555 3.12206
H -2.64329 1.96123 5.40787
H -0.98859 2.28289 5.95735
H -1.67575 3.18784 4.60388
H -2.30255 -0.48267 5.05184
H -1.04087 -1.91873 3.09598
H -0.01877 2.18450 2.85269
*
```


Here is a molecular structure, C29H46BrN3P2Zn at a distorted geometry from the OMol25 dataset. Energies are from wB97M-V/def2-TZVPD.

Output
LUMO ... -6.55 eV
Frontier orbital gap ... 6.26 eV
ΔE to the lowest compared entry with this formula, charge and spin ... 0.881 eV

```
! RIJCOSX wB97M-V def2-TZVPD def2/J DEFGRID3
* xyz 2 1
N -4.70107 -1.12958 3.05748
C -3.83789 -0.23606 3.54954
C -3.48936 0.92278 2.85368
C -4.02277 1.11168 1.55572
C -4.97093 0.18527 1.07800
C -5.29758 -0.90896 1.88470
C -3.51030 2.16027 0.71422
Zn 0.84226 -0.08014 -0.35390
P 2.77975 0.45863 -1.58245
C -3.64124 2.17553 -0.64744
C -2.58748 2.71871 -1.47116
C -2.43148 2.27559 -2.80447
C -1.23479 2.48785 -3.47642
C -0.22622 3.22259 -2.84174
C -0.39110 3.77854 -1.56922
C -1.58208 3.52856 -0.88959
Br 1.37846 3.66696 -3.83042
H -2.98446 2.95869 1.23967
H -4.46920 1.65692 -1.14138
H -2.78988 1.63788 3.28670
H -5.43633 0.30510 0.09938
H -3.39504 -0.44190 4.52328
H -6.04487 -1.63148 1.55354
H -3.25215 1.70967 -3.25909
H -1.72862 3.92701 0.11708
H -1.08852 2.11198 -4.48382
H 0.38562 4.40619 -1.13423
P -0.12616 -2.20349 -0.75070
C 3.18692 2.13324 -0.95066
C 4.12319 3.00196 -1.78592
H 3.60791 1.96947 0.05639
H 2.22889 2.65676 -0.80044
H 4.34712 3.92386 -1.23286
H 5.07551 2.51913 -2.01585
H 3.63687 3.31222 -2.71688
C 2.17895 0.46126 -3.31624
C 3.22405 0.61587 -4.42186
H 1.45135 1.28738 -3.37953
H 1.60178 -0.46889 -3.45169
H 2.70188 0.81554 -5.36693
H 3.90778 1.45696 -4.24365
H 3.80933 -0.30325 -4.55848
C 4.29367 -0.54825 -1.61115
C 5.64235 0.14970 -1.80007
H 4.14635 -1.29833 -2.40324
H 4.29281 -1.08564 -0.64988
H 6.44729 -0.59381 -1.76345
H 5.73173 0.65041 -2.77196
H 5.84480 0.87305 -1.00283
C 0.65944 -3.73147 -0.08472
C 2.18990 -3.76280 -0.13954
H 0.23515 -4.56278 -0.67411
H 0.31456 -3.86517 0.95170
H 2.53957 -4.75789 0.17349
H 2.57034 -3.58084 -1.15348
H 2.63970 -3.02840 0.54467
C -0.20013 -2.55785 -2.55209
C -1.26782 -1.75972 -3.29613
H -0.36102 -3.64173 -2.65718
H 0.80629 -2.34350 -2.94465
H -1.20654 -1.97388 -4.36906
H -2.27345 -2.04004 -2.96270
H -1.14676 -0.67694 -3.16569
C -1.86497 -2.28134 -0.15664
C -2.04383 -2.70270 1.29940
H -2.41485 -2.95941 -0.82802
H -2.27605 -1.26952 -0.30872
H -3.11038 -2.81528 1.52661
H -1.55970 -3.66215 1.51518
H -1.64941 -1.94831 1.99016
C 0.60413 2.43504 1.91245
C 0.74028 1.04734 2.40859
N 0.87707 -0.05259 1.67220
C 1.05218 -1.12615 2.55853
C 1.01150 -0.65126 3.83321
N 0.82177 0.71950 3.71385
H 0.32757 3.09709 2.73964
H 1.56347 2.76963 1.48388
H -0.17741 2.48034 1.13976
H 1.21811 -2.13704 2.21979
H 1.12640 -1.16363 4.77860
H 0.77622 1.39411 4.46987
*
```


> The lowest ΔE to the lowest compared entry with this formula, charge and spin belongs to which entry?

C29H46BrN3P2Zn


> Among the records above, which one has the lowest ΔE to the lowest compared entry with this formula, charge and spin?

C29H46BrN3P2Zn


> Among the records above, which one has the lowest ΔE to the lowest compared entry with this formula, charge and spin?

C29H46BrN3P2Zn